Record 1
Density functional theory data (wB97M-V/def2-TZVPD) for a 5-piece molecular cluster, H10O5 overall in a non-equilibrium geometry.

Results
Strongest force on any atom   6.87 eV/Å
DFT total energy   -10398.7197 eV
SMILES string   O.O.O.O.O
Kohn-Sham gap   11.49 eV
Net charge   0
Relative energy (zero: lowest compared OMol25 entry of this formula, charge and spin)   49.1 kcal per mole
LUMO   0.3 eV

Last column: Löwdin charge in e.
CARTESIAN COORDINATES (ANGSTROEM)
O1 -1.795572 -1.092204 0.554816  -0.0161
H1 -0.994630 -1.276723 0.028768  0.0294
H2 -1.701644 -0.214485 0.633932  -0.0719
O2 -0.590546 0.151437 -2.585142  -0.1545
H3 -1.478996 0.647956 -2.214454  0.1273
H4 -1.017015 -0.561085 -3.153288  0.0560
O3 0.671370 1.529852 3.359094  -0.0067
H5 1.245289 2.048738 3.765985  -0.0486
H6 1.153306 0.700892 3.088099  0.0885
O4 -0.074036 1.422285 0.383330  -0.0449
H7 -0.015693 2.059986 1.160831  0.0712
H8 0.772484 1.282689 0.076307  -0.0099
O5 1.624748 -2.286491 -1.524083  -0.0658
H9 1.190102 -2.775087 -2.304498  0.0878
H10 1.010837 -1.637763 -1.269696  -0.0419

Atoms 1-3, force components in eV/Å:
O 0.3503 -5.0201 -1.1397
H -0.6107 -0.3335 0.3220
H 0.2756 5.3858 0.8136

***

Record 2
Density functional theory data (wB97M-V/def2-TZVPD) for a 5-piece molecular cluster, H10O5 overall.

Results
Strongest force on any atom   0.36 eV/Å
DFT total energy   -10399.3427 eV
SMILES string   O.O.O.O.O
Kohn-Sham gap   11.55 eV
Net charge   0
Relative energy (zero: lowest compared OMol25 entry of this formula, charge and spin)   34.7 kcal per mole
LUMO   0.4 eV

Last column: Löwdin charge in e.
CARTESIAN COORDINATES (ANGSTROEM)
O1 -0.312166 0.029338 0.967986  -0.0498
H1 -0.517049 -0.892753 1.159720  0.0238
H2 0.621152 0.017115 0.727654  0.0136
O2 2.018846 -1.883078 -1.174736  -0.0533
H3 1.133068 -1.612038 -0.908421  0.0182
H4 2.366699 -2.340509 -0.400950  0.0343
O3 -3.187421 -2.313639 0.000925  -0.0582
H5 -2.930306 -3.208370 -0.248749  0.0323
H6 -3.279419 -2.354935 0.959477  0.0327
O4 3.475944 1.306426 0.259393  -0.0595
H7 4.074903 0.568305 0.099974  0.0314
H8 3.630295 1.538632 1.182023  0.0343
O5 -2.266818 3.591376 -0.512440  -0.0610
H9 -1.681604 3.911938 -1.207965  0.0312
H10 -3.146122 3.642185 -0.903890  0.0301

Atoms 1-3, force components in eV/Å:
O 0.1774 -0.3123 -0.0294
H -0.1488 0.1023 -0.0111
H 0.0717 0.2514 0.0181

***

Record 3
Density functional theory data (wB97M-V/def2-TZVPD) for a 5-piece molecular cluster, H10O5 overall.

Results
Strongest force on any atom   0.28 eV/Å
DFT total energy   -10399.9713 eV
SMILES string   O.O.O.O.O
Kohn-Sham gap   10.61 eV
Net charge   0
Relative energy (zero: lowest compared OMol25 entry of this formula, charge and spin)   20.3 kcal per mole
LUMO   0.0 eV

Last column: Löwdin charge in e.
CARTESIAN COORDINATES (ANGSTROEM)
O1 2.223822 -1.275710 1.388501  -0.0774
H1 2.415064 -1.590668 0.501127  0.0226
H2 1.653452 -0.499799 1.253124  -0.0054
O2 0.112559 0.415549 0.432594  -0.0644
H3 0.021831 -0.127413 -0.367333  0.0137
H4 -0.780668 0.504595 0.793700  0.0104
O3 -2.527655 0.165286 1.613846  -0.0407
H5 -3.389835 0.439845 1.940470  0.0542
H6 -2.715662 -0.468690 0.913970  0.0445
O4 1.736793 2.326753 -1.408638  -0.0677
H7 1.589070 1.976079 -0.521506  0.0063
H8 2.482823 2.927405 -1.328905  0.0284
O5 -0.621637 -1.378067 -1.743734  -0.0362
H9 -1.502915 -1.131191 -2.041526  0.0538
H10 -0.697041 -2.283979 -1.425696  0.0578

Atoms 1-3, force components in eV/Å:
O 0.0424 0.1270 0.0383
H 0.0418 0.0288 -0.0078
H -0.0914 -0.2644 -0.0080

***

Record 4
Density functional theory data (wB97M-V/def2-TZVPD) for a 5-piece molecular cluster, H10O5 overall.

Results
Strongest force on any atom   0.34 eV/Å
DFT total energy   -10400.0531 eV
SMILES string   O.O.O.O.O
Kohn-Sham gap   11.31 eV
Net charge   0
Relative energy (zero: lowest compared OMol25 entry of this formula, charge and spin)   18.4 kcal per mole
LUMO   0.5 eV

Last column: Löwdin charge in e.
CARTESIAN COORDINATES (ANGSTROEM)
O1 2.177573 1.949736 -0.218029  -0.0465
H1 2.166107 1.816338 -1.174423  0.0520
H2 2.303613 2.898786 -0.102391  0.0535
O2 -2.279909 1.962592 -0.852115  -0.0788
H3 -1.654939 1.293684 -0.513276  -0.0134
H4 -2.805661 1.502230 -1.514368  0.0267
O3 0.817118 -1.743413 2.675330  -0.0478
H5 0.419522 -1.549979 3.532401  0.0440
H6 0.856156 -2.705810 2.632200  0.0455
O4 -0.947573 -2.267965 -1.666734  -0.0692
H7 -0.897791 -1.318582 -1.484766  0.0025
H8 -0.382020 -2.408402 -2.433599  0.0298
O5 -0.260003 0.158078 0.169240  -0.0553
H9 -0.011881 -0.316318 0.975857  0.0369
H10 0.499688 0.729025 -0.025327  0.0203

Atoms 1-3, force components in eV/Å:
O -0.0764 -0.0757 -0.2538
H 0.1152 0.0901 0.1106
H -0.1000 -0.1018 0.0317

***

Record 5
Density functional theory data (wB97M-V/def2-TZVPD) for a 5-piece molecular cluster, H10O5 overall.

Results
Strongest force on any atom   0.29 eV/Å
DFT total energy   -10399.6185 eV
SMILES string   O.O.O.O.O
Kohn-Sham gap   11.42 eV
Net charge   0
Relative energy (zero: lowest compared OMol25 entry of this formula, charge and spin)   28.4 kcal per mole
LUMO   0.6 eV

Last column: Löwdin charge in e.
CARTESIAN COORDINATES (ANGSTROEM)
O1 -1.150815 0.724859 -3.558154  -0.0611
H1 -0.640586 1.214986 -4.212466  0.0316
H2 -0.883054 -0.192481 -3.676485  0.0285
O2 -0.205917 -3.580582 -0.055667  -0.0625
H3 -1.105545 -3.245485 0.040362  0.0367
H4 0.084599 -3.757231 0.846087  0.0369
O3 -0.554898 1.215224 3.198184  -0.0611
H5 -0.337392 1.151664 2.258776  0.0091
H6 -1.372446 1.723814 3.217481  0.0392
O4 -0.475295 0.050922 -0.497809  -0.0635
H7 0.355708 0.426356 -0.174904  -0.0007
H8 -0.229361 -0.809235 -0.857612  0.0195
O5 1.840003 1.701537 0.946785  -0.0464
H9 1.958965 1.378253 1.849916  0.0453
H10 2.716033 1.997394 0.675503  0.0484

Atoms 1-3, force components in eV/Å:
O 0.0560 0.0125 -0.2155
H -0.0610 -0.0527 0.0576
H -0.0192 0.0763 0.0379

***

Record 6
Density functional theory data (wB97M-V/def2-TZVPD) for a 5-piece molecular cluster, H10O5 overall in a non-equilibrium geometry.

Results
Strongest force on any atom   6.93 eV/Å
DFT total energy   -10398.3975 eV
SMILES string   O.O.O.O.O
Kohn-Sham gap   10.61 eV
Net charge   0
Relative energy (zero: lowest compared OMol25 entry of this formula, charge and spin)   56.5 kcal per mole
LUMO   0.2 eV

Last column: Löwdin charge in e.
CARTESIAN COORDINATES (ANGSTROEM)
O1 -0.137426 0.166324 -2.459285  -0.0041
H1 0.279624 0.064518 -3.328186  0.0785
H2 -1.010175 -0.026248 -2.588200  -0.0053
O2 2.332317 1.809136 1.771110  -0.1006
H3 2.890296 0.957847 1.951427  0.0928
H4 1.974205 2.028640 2.641867  0.0297
O3 -1.119796 -2.745584 1.195057  -0.1088
H5 -0.653142 -2.121498 0.657982  -0.0425
H6 -2.071441 -3.074569 1.007721  0.0811
O4 -1.256862 1.510156 0.037413  -0.1905
H7 -2.290945 1.957817 -0.055149  0.1439
H8 -1.369165 1.058816 -0.917371  0.0465
O5 0.764768 -0.885563 0.089341  -0.0203
H9 0.786211 -0.498109 -0.746018  -0.0284
H10 0.881532 -0.201683 0.742289  0.0280

Atoms 1-3, force components in eV/Å:
O 3.7117 0.7568 0.0194
H -0.0937 0.1029 0.3496
H -3.6088 -1.0263 -0.6460